*a*
C3H3NO3 | ωB97M-V with the def2-TZVPD basis set

Geometry as XYZ:
```
10
Properties=species:S:1:pos:R:3:lowdin_charge:R:1
O -0.3727 -2.5372 1.1175 0.16
C -0.3145 -1.4439 0.6045 -0.62
O 0.6957 -0.9392 -0.0273 0.08
C 0.8859 0.4097 -0.3616 -0.11
C -0.4255 1.0850 -0.4068 -0.12
N -1.5176 0.5989 -0.0187 0.14
O -1.3200 -0.5927 0.7618 0.04
H 1.4926 0.8519 0.5010 0.17
H 1.3900 0.4987 -1.3274 0.14
H -0.5138 2.0690 -0.8430 0.13
```

The HOMO-LUMO gap is 11.34 eV. As for the LUMO energy: 0.432 eV. Its SMILES is O=C1OCC=NO1.

*b*
C3H3NO3 | ωB97M-V with the def2-TZVPD basis set

Geometry as XYZ:
```
10
Properties=species:S:1:pos:R:3:lowdin_charge:R:1
O 0.1100 0.8054 2.6331 0.09
C -0.0738 0.4144 1.5027 -0.45
C -0.5467 -0.7910 0.6979 0.12
C -0.0417 -0.4750 -0.5530 -0.50
O -0.0576 -1.0679 -1.6123 0.14
N 0.5110 0.8222 -0.7435 0.06
O 0.5524 1.2201 0.5803 -0.03
H -1.2178 -1.6201 1.0961 0.14
H 0.7658 -0.8797 -2.2565 0.23
H -0.0017 1.5715 -1.3448 0.20
```

The HOMO-LUMO gap is 9.44 eV. As for the LUMO energy: 0.067 eV. Its SMILES is O=c1cc(O)[nH]o1.

*c*
C3H3NO3 | ωB97M-V with the def2-TZVPD basis set

Geometry as XYZ:
```
10
Properties=species:S:1:pos:R:3:lowdin_charge:R:1
H -0.7677 0.8878 -2.1827 0.08
N -1.1570 0.8057 -1.2625 0.20
C -0.4402 0.3111 -0.3609 -0.32
C -1.3763 -0.3329 0.6742 -0.16
O -2.4831 -0.4995 0.2354 0.07
O 0.9516 0.2591 -0.4557 0.06
C 1.7318 -0.4590 0.3896 -0.30
O 1.3480 -1.1093 1.3177 0.10
H -1.1259 -0.6273 1.6960 0.12
H 2.7826 -0.3475 0.0774 0.15
```

The HOMO-LUMO gap is 9.95 eV. As for the LUMO energy: -0.274 eV. Its SMILES is [H]/N=C(/C=O)OC=O.

Relative energies, in kJ/mol, with the most stable structure set to zero: *a* 39.9; *b* 140.8; *c* 0.0.

*a*
C3H3NO3 | ωB97M-V with the def2-TZVPD basis set

Geometry as XYZ:
```
10
Properties=species:S:1:pos:R:3:lowdin_charge:R:1
H 2.1720 -0.0276 -1.2392 0.09
N 1.8187 0.6309 -0.5430 0.22
C 0.7178 0.2503 -0.0772 -0.34
C 0.0337 1.0684 1.0098 -0.18
O 0.2913 2.2379 1.1277 0.10
O 0.1695 -0.9731 -0.4765 0.05
C -1.1703 -1.1718 -0.4804 -0.30
O -1.9931 -0.3936 -0.0966 0.10
H -0.6617 0.5410 1.6825 0.13
H -1.3779 -2.1623 -0.9070 0.15
```

The HOMO-LUMO gap is 10.33 eV. As for the LUMO energy: -0.232 eV. Its SMILES is [H]/N=C(/C=O)OC=O.

*b*
C3H3NO3 | ωB97M-V with the def2-TZVPD basis set

Geometry as XYZ:
```
10
Properties=species:S:1:pos:R:3:lowdin_charge:R:1
N -1.2475 -1.3290 1.1323 0.20
C -0.5149 -0.4940 0.5422 -0.42
O 0.2023 -0.8613 -0.6101 0.04
C 0.3322 0.0709 -1.5775 -0.31
O -0.1470 1.1699 -1.5469 0.10
C -0.3510 0.8842 1.1319 0.02
O 0.9382 1.1323 1.1330 0.03
H -1.2103 -2.2356 0.6618 0.08
H 0.9324 -0.3451 -2.3972 0.15
H 1.0657 2.0076 1.5305 0.12
```

The HOMO-LUMO gap is 9.28 eV. As for the LUMO energy: -0.023 eV.

Relative energies, in kJ/mol, with the most stable structure set to zero: *a* 0.0; *b* 191.0.

*a*
C8H18N4 | ωB97M-V with the def2-TZVPD basis set

Geometry as XYZ:
```
30
Properties=species:S:1:pos:R:3:lowdin_charge:R:1
C -1.4350 -1.6603 -0.2511 -0.03
C -1.4128 -0.1903 -0.0955 -0.22
C -0.2806 0.6129 -0.0129 0.02
C 1.1764 0.5077 0.0633 -0.23
N 1.9881 1.5096 0.1900 0.11
C 3.4047 1.4294 0.2466 -0.14
C 3.7890 0.1361 -0.4939 -0.06
N 3.1628 -0.9996 0.3152 0.09
C 1.6918 -0.9667 0.0050 -0.07
N -2.6194 0.6138 -0.1119 -0.14
C -2.9945 1.9771 -0.2746 -0.01
N -3.7410 -0.1871 0.3697 0.18
H -1.1625 -2.2466 0.7709 0.16
H -0.6026 -2.0152 -0.9370 0.11
H -2.4010 -2.0159 -0.4812 0.05
H -0.3707 1.7183 0.0798 0.12
H 3.9320 1.3762 1.1498 0.12
H 3.6824 2.2479 -0.3909 0.14
H 3.3835 0.0384 -1.4454 0.12
H 4.7742 -0.1647 -0.5239 0.11
H 3.2010 -0.7640 1.3292 0.21
H 3.3599 -1.9270 -0.0384 0.19
H 1.2750 -1.6730 0.6935 0.12
H 1.3970 -1.4600 -0.8639 0.11
H -2.5094 2.5141 0.4336 0.07
H -2.4737 2.2655 -1.1837 0.12
H -4.0210 2.1889 -0.4074 0.11
H -3.4221 -0.9627 1.1014 0.23
H -4.2838 0.2859 1.1346 0.20
H -4.4398 -0.5575 -0.3293 0.21
```

The HOMO-LUMO gap is 8.75 eV. As for the LUMO energy: -6.629 eV. Its total charge is +2. Its SMILES is C/C(=C\C1=NCC[NH2+]C1)N(C)[NH3+].

*b*
C8H18N4 | ωB97M-V with the def2-TZVPD basis set

Geometry as XYZ:
```
30
Properties=species:S:1:pos:R:3:lowdin_charge:R:1
C -0.1241 1.5367 -1.2651 0.14
C 0.6355 0.8741 -0.3717 -0.32
C 1.9449 1.3203 0.1799 0.00
N 3.0267 0.2301 -0.1120 0.11
C 2.5552 -1.0747 0.5051 -0.05
C 1.1824 -1.5191 -0.0893 -0.05
N 0.2329 -0.3794 0.0639 0.01
C -1.1011 -0.6298 -0.0262 -0.23
C -1.5854 -2.0037 -0.3566 0.06
N -1.9840 0.2968 0.3039 -0.11
C -1.7924 1.5976 1.0115 0.04
N -3.3160 0.1297 -0.0936 0.14
H 0.3267 2.4575 -1.7014 0.13
H -0.8911 0.9521 -1.6885 0.09
H 2.2304 2.1471 -0.4312 0.14
H 1.7524 1.5118 1.2018 0.14
H 3.1202 0.1080 -1.1358 0.20
H 3.9802 0.4914 0.2765 0.22
H 2.4194 -0.9816 1.6069 0.16
H 3.2845 -1.8159 0.5295 0.12
H 1.1987 -1.7340 -1.1225 0.13
H 0.7286 -2.4277 0.2999 0.14
H -2.6136 -1.8699 -0.7417 0.11
H -1.6340 -2.5564 0.5703 0.13
H -0.8883 -2.4444 -1.0160 0.08
H -1.1989 1.6099 1.9664 0.13
H -1.3774 2.3131 0.4013 0.05
H -2.7041 1.7843 1.5008 0.09
H -3.5513 0.0427 -0.9923 0.08
H -3.8569 0.0334 0.7262 0.13
```

The HOMO-LUMO gap is 9.32 eV. As for the LUMO energy: -7.086 eV. Its total charge is +2. Its SMILES is C=C1C[NH2+]CCN1/C(C)=[N+](\C)N.

Relative energies, in kJ/mol, with the most stable structure set to zero: *a* 133.4; *b* 0.0.